<w>
C3H12O4 | wB97M-V/def2-TZVPD

Output
Gap between HOMO and LUMO = 10.0 eV
SMILES = OCCCO.O.O

Last column: Löwdin charge in e.
Positions of all 19 atoms, in Å:
H  2.866  -0.874  -0.245  0.01
O  -1.488  -0.568  -2.248  -0.05
H  1.802  -0.104  1.950  0.09
H  0.739  1.718  0.300  0.15
H  0.387  -1.330  -0.362  0.12
H  -1.409  -1.471  -2.262  0.04
H  -3.298  0.704  2.472  0.03
H  -0.291  0.543  1.361  0.12
C  0.301  -0.265  -0.629  -0.13
H  -1.181  1.112  -1.581  0.12
O  1.723  0.358  1.132  -0.07
C  0.518  0.613  0.601  -0.33
H  -1.959  0.069  -0.341  0.10
H  -2.862  2.003  1.890  0.04
C  -1.187  0.135  -1.118  -0.26
H  3.943  -1.800  -0.905  0.00
O  -2.800  1.057  1.742  -0.04
O  3.200  -1.783  -0.350  -0.05
H  0.995  -0.117  -1.408  0.09

---

<x>
C3H12O4 | wB97M-V/def2-TZVPD

Output
Gap between HOMO and LUMO = 10.3 eV
SMILES = C=CCO.O.O.O

Last column: Löwdin charge in e.
Positions of all 19 atoms, in Å:
H  -0.301  0.587  0.751  0.11
H  2.403  0.191  0.739  0.00
C  -2.233  -0.523  0.604  -0.16
C  -3.045  0.489  0.312  0.00
H  -4.085  0.273  0.078  0.05
H  -0.691  -0.622  1.966  0.12
H  0.422  -0.560  -1.522  0.02
H  1.499  1.233  -1.139  -0.02
H  0.867  -1.294  0.462  0.04
O  2.306  -0.539  1.337  -0.03
O  1.967  1.742  -0.473  -0.06
O  -0.056  -1.391  0.150  -0.12
H  3.131  -1.031  1.287  0.07
C  -0.770  -0.385  0.903  -0.25
H  -2.715  1.455  -0.048  0.06
H  -2.641  -1.503  0.803  0.10
O  0.716  -0.007  -2.266  -0.05
H  2.310  2.505  -0.975  0.06
H  0.916  -0.622  -2.970  0.05

---

<y>
C3H12O4 | wB97M-V/def2-TZVPD

Output
Gap between HOMO and LUMO = 10.6 eV
SMILES = OCCCO.O.O

Last column: Löwdin charge in e.
Positions of all 19 atoms, in Å:
O  -0.680  1.058  2.754  -0.14
H  0.408  1.775  1.188  0.12
H  -0.932  4.084  -3.141  0.04
O  2.652  -4.358  -0.125  -0.06
H  -1.178  -0.924  1.487  0.12
C  -0.522  1.205  1.279  -0.19
H  0.179  0.140  -0.937  0.12
O  -0.180  3.793  -2.604  -0.07
O  -0.178  -1.856  -1.019  -0.08
H  1.854  -3.828  -0.012  0.02
H  -0.038  0.415  3.060  0.06
H  -0.057  4.625  -2.121  0.04
C  -0.470  -0.280  0.996  -0.19
H  -1.002  -2.295  -0.756  0.08
C  -0.570  -0.546  -0.528  -0.26
H  3.108  -3.880  -0.826  0.03
H  0.577  -0.618  1.110  0.13
H  -1.615  -0.414  -0.860  0.12
H  -1.356  1.903  1.055  0.13

---

<z>
C3H12O4 | wB97M-V/def2-TZVPD

Output
Gap between HOMO and LUMO = 9.3 eV
SMILES = C/C=C/O.O.O.O

Last column: Löwdin charge in e.
Positions of all 19 atoms, in Å:
H  2.402  1.911  0.427  0.07
H  -0.424  -0.990  -2.005  0.04
H  0.125  -0.844  1.416  -0.01
O  -2.455  0.568  0.538  -0.07
C  1.820  -0.225  -0.049  -0.17
H  -2.422  1.272  1.185  0.04
H  -2.344  0.304  -3.157  0.06
H  3.325  0.664  1.154  0.06
O  0.420  -1.224  -1.588  -0.02
H  1.675  1.005  1.707  0.06
O  -2.187  -0.365  -2.492  -0.03
H  -0.307  -1.154  2.791  0.06
H  0.026  0.626  -1.047  0.12
H  -1.996  -0.198  0.921  0.00
C  2.322  0.900  0.831  -0.11
O  -0.662  -0.926  1.932  -0.03
C  0.747  -0.136  -0.800  -0.21
H  2.466  -1.080  -0.130  0.11
H  -2.530  -0.109  -1.632  0.02

---

Least stable structure: <y>